Record 1
{"formula": "C20H23N3O3S", "method": "wB97M-V/def2-TZVPD", "e_tot_ev": -42549.973, "lumo_ev": 0.20, "homo_lumo_gap_ev": 7.726, "homo_energy_ev": -7.523, "smiles": "C=Cc1cc(CN)c2c(c1CCCN)Sc1c(ccc(CC(=O)O)c1O)N2", "species": ["C", "H", "C", "H", "C", "C", "C", "C", "C", "H", "C", "H", "C", "H", "H", "C", "C", "N", "H", "O", "H", "C", "O", "H", "N", "C", "O", "C", "H", "H", "H", "H", "C", "H", "H", "H", "C", "C", "S", "C", "H", "H", "H", "H", "H", "H", "C", "N", "H", "C"], "positions_angstrom": [[2.9495, -0.0959, 0.4776], [4.2790, 1.8031, 0.0001], [-4.3972, -1.8758, 3.3429], [2.3352, 3.3779, -3.1542], [3.3161, 1.2385, -0.2388], [-0.0518, -2.1596, 1.4728], [-2.7262, -1.6302, 1.2499], [-1.3083, -1.7032, 0.6398], [-4.5955, -0.2746, 3.5471], [-4.2408, -2.0391, 0.1285], [3.9550, -0.6918, 1.6017], [2.7305, 5.3335, -1.2142], [-0.2649, -2.5983, 2.9677], [4.0626, -1.8273, 1.5524], [-4.4994, -2.3248, 4.3863], [-2.8982, -2.0235, 2.7441], [3.0961, 4.2544, -1.1952], [-2.4009, 0.8762, -4.7588], [3.8851, 3.8885, -0.4379], [-4.7601, 0.5212, 2.5778], [-0.8930, -0.4016, -5.6136], [2.5680, 3.2151, -2.0454], [-4.5438, 0.3420, 4.8458], [-4.0851, 1.2024, 4.6616], [1.2839, -2.1726, 0.8551], [2.2958, 1.8152, -1.2927], [-3.7823, -1.1971, 0.3850], [1.6375, -0.9024, 0.2005], [-5.2020, -2.1975, 2.6055], [-2.0243, 1.8443, -4.7497], [0.6729, -2.9438, 3.5167], [-1.4222, -0.8649, -3.8610], [-1.1883, 0.0058, -4.5766], [1.9437, -2.4414, 1.5963], [0.9596, 0.0961, -3.9577], [-1.2123, 1.2744, -2.3306], [-0.1433, 1.5816, -2.6480], [0.1126, 0.8543, -4.0811], [-0.9112, -1.2208, -1.1228], [-1.6882, -2.5228, 3.5883], [-0.1608, 2.7288, -2.7474], [5.9796, -0.4625, 1.0507], [-1.8063, -2.8445, 4.6716], [5.5326, 0.3131, 2.5013], [3.4300, -0.4677, 2.6101], [-3.0772, 0.7561, -3.9944], [0.6725, -0.2566, -0.8632], [5.2465, 0.0545, 1.5501], [0.3655, 1.6937, -4.8322], [0.9737, 1.0694, -1.6117]], "atomic_forces_ev_per_a": [[-1.1, 0.4, -1.2], [-1.6, -1.2, -0.3], [1.0, 1.8, 0.8], [-0.6, -0.2, 2.0], [-4.0, -2.1, -1.1], [-3.7, 0.0, 1.8], [3.4, -0.8, 1.3], [0.9, -0.6, 2.7], [-0.6, 3.4, -2.6], [0.4, 1.1, 0.2], [-1.2, 1.1, -0.1], [1.4, -1.4, -0.7], [-2.6, 1.4, -2.7], [-0.1, 1.4, -0.2], [0.2, 0.2, -1.6], [1.7, -0.3, -1.2], [-0.8, -2.5, -1.6], [1.2, 0.1, 0.5], [-2.1, 0.9, -0.5], [0.7, -3.5, 3.5], [-0.5, 0.3, 1.6], [1.0, 1.0, 3.0], [1.1, -1.4, -2.0], [-0.9, -0.8, 0.1], [-1.5, 1.8, 0.7], [0.2, -2.1, 0.3], [1.3, -2.1, 1.5], [0.8, 4.2, -2.6], [1.2, 0.3, 1.1], [-0.9, -0.8, 0.1], [-1.7, 0.5, -0.5], [0.5, 1.3, -1.1], [0.9, 0.3, -0.4], [-0.2, 0.3, -0.7], [-0.9, 1.3, -0.4], [1.9, 0.4, 0.0], [0.3, -0.6, 0.0], [-0.8, -0.1, 0.5], [0.8, 0.5, 1.8], [0.9, 0.9, -3.6], [0.3, -1.8, 0.2], [-0.5, 0.3, 0.6], [0.0, 0.6, -1.7], [0.1, -0.4, -0.8], [0.9, -0.4, -1.5], [0.6, 0.3, -0.4], [2.5, 0.4, 1.7], [-0.6, -0.7, 0.6], [-0.3, -1.6, 0.8], [1.1, -1.0, 2.3]]}

---

Record 2
{"formula": "C17H24F2N4O2", "method": "wB97M-V/def2-TZVPD", "e_tot_ev": -33508.159, "lumo_ev": 0.37, "homo_lumo_gap_ev": 9.742, "homo_energy_ev": -9.373, "smiles": "CC(F)(F)C[C@H](NC(=O)N1CCC2(CC1)CC2)C(=O)NC1(C#N)CC1", "species": ["C", "C", "H", "F", "H", "H", "H", "H", "H", "C", "C", "C", "C", "C", "C", "H", "C", "H", "C", "C", "H", "O", "H", "H", "H", "C", "H", "H", "H", "C", "N", "C", "N", "O", "H", "H", "C", "H", "F", "H", "C", "H", "C", "H", "H", "N", "H", "N", "H"], "positions_angstrom": [[5.8713, -0.6607, 0.8896], [-2.6196, -0.8551, 0.0010], [6.1347, -1.0928, 1.8762], [-3.9484, 1.3845, 2.8758], [6.2885, -1.1976, 0.0343], [-1.6929, 0.1278, -1.4961], [-1.5984, -3.0671, -2.0612], [-5.9686, 1.5764, 1.2044], [4.5742, 0.4071, -1.3537], [2.5749, 0.7117, -0.6004], [-3.0378, -1.2945, -2.4356], [3.9192, 0.0090, -0.5831], [-2.4005, -2.6795, -2.7193], [4.5603, 0.0983, 0.7835], [-5.0504, 1.2769, 0.7173], [-2.5969, -1.4217, -4.6123], [2.2757, -0.2830, 1.7080], [1.6880, -0.0391, 2.5931], [5.9066, 0.8594, 0.8460], [3.7058, 0.2008, 2.0033], [6.3103, 1.3152, -0.0817], [-0.1105, 0.8930, -0.7708], [-2.4395, -0.3009, 2.0543], [2.3001, -1.3937, 1.5808], [-5.0504, 0.1901, 0.6315], [-2.0948, -1.5008, -3.6317], [-4.9953, 1.6721, -0.3242], [-2.3972, 1.8433, -0.0721], [2.7175, 1.8099, -0.5362], [-3.8693, 1.8191, 1.5815], [-5.5913, -0.8703, -3.0052], [-2.0350, 0.0376, 1.0955], [-2.4510, -0.5477, -1.3405], [-3.2242, -1.8578, 0.3033], [-3.0355, -3.4504, -3.1305], [2.0727, 0.5524, -1.5957], [-4.4429, -1.0510, -2.7545], [-1.0861, -1.0625, -3.5771], [-4.0213, 3.1699, 1.5757], [-1.6975, 2.0989, 1.5303], [-2.4479, 1.5209, 0.9779], [-0.1711, -0.7201, 1.8911], [0.3006, 0.3286, 0.2499], [3.7242, -1.0338, -0.8756], [3.6802, 1.2695, 2.2680], [-0.5737, -0.1553, 1.1617], [4.1325, -0.3307, 2.8595], [1.6812, 0.2856, 0.4952], [6.2295, 1.4082, 1.7686]], "atomic_forces_ev_per_a": [[0.5, 0.3, 0.9], [-0.5, -1.0, -1.2], [-0.3, 0.1, -0.8], [0.0, 0.1, -0.2], [-0.4, 0.1, 0.2], [-0.4, -0.2, -0.4], [-0.8, 0.7, -0.3], [-0.2, 0.2, 0.0], [0.0, 0.2, 0.0], [-0.7, 1.0, -1.1], [1.8, -0.4, 0.4], [-1.0, -0.5, 0.4], [0.0, 0.6, -0.6], [2.8, -0.1, -0.6], [0.9, 0.0, 0.1], [0.5, -0.3, 0.6], [0.2, -1.1, 0.0], [-0.3, 0.0, -0.1], [0.2, 0.1, -0.1], [-0.9, 0.9, -0.4], [-0.5, -0.3, 0.7], [0.0, -0.2, 0.0], [0.2, -0.4, -0.3], [0.0, 0.5, 0.4], [0.1, 0.0, 0.2], [-0.3, -0.1, 0.2], [0.0, 0.0, 0.9], [-0.3, 0.1, 0.5], [0.0, -0.4, 0.0], [0.1, -0.9, -2.4], [4.4, -0.6, 0.9], [0.4, 0.6, -0.3], [0.3, 1.1, 0.8], [-0.5, -0.4, 0.6], [-0.2, 0.0, 0.1], [0.3, 0.0, 1.2], [-3.8, 0.4, -0.5], [-0.7, -0.1, 0.1], [0.2, 0.5, 0.5], [-0.3, 0.1, 0.0], [-0.2, 0.0, 0.3], [-0.4, 0.0, 0.1], [1.2, 1.2, -0.7], [0.2, 0.0, 0.3], [-0.3, -0.3, 0.2], [0.4, -0.3, 0.7], [-0.2, -0.1, -0.2], [-0.8, -0.2, 0.0], [-0.6, -0.6, -0.9]]}

---

Record 3
{"formula": "C4H6N4", "method": "wB97M-V/def2-TZVPD", "e_tot_ev": -10202.484, "lumo_ev": 0.91, "homo_lumo_gap_ev": 8.614, "homo_energy_ev": -7.701, "smiles": "[H]/N=c1/cc[nH]n1N=C", "species": ["H", "C", "N", "C", "H", "H", "C", "N", "H", "N", "H", "H", "N", "C"], "positions_angstrom": [[0.7275, -2.1966, -0.6211], [0.3294, 0.8498, -0.0473], [-0.1830, -0.4733, -0.1602], [2.0096, -0.6304, 0.0391], [-1.1458, 1.8232, -0.6368], [2.9805, -1.1293, 0.0307], [1.7237, 0.6785, 0.2775], [-0.2347, 1.9642, -0.2832], [-3.3436, -0.6906, 0.2788], [-1.4334, -0.9928, -0.0921], [2.3893, 1.5067, 0.4921], [-2.3274, 0.8242, 0.5986], [0.8761, -1.3387, -0.1161], [-2.3680, -0.1947, 0.2401]], "atomic_forces_ev_per_a": [[0.3, 0.0, -0.1], [0.2, 0.0, 0.2], [0.0, 1.3, -0.1], [0.9, 0.6, 0.7], [-1.2, 0.1, -0.4], [-0.5, 0.1, 0.0], [0.4, -0.5, -0.6], [0.4, 0.4, 0.4], [0.3, 0.3, 0.0], [0.7, 0.7, 0.0], [-0.1, -0.3, -0.1], [0.5, 0.1, -0.2], [-0.4, -1.5, 0.0], [-1.4, -1.1, 0.2]]}